No. 1
C28H32N6O3ReSe as an isolated structure. Source: OMol25; level of theory: ωB97M-V with the def2-TZVPD basis set.

Values from the calculation:
HOMO-LUMO gap (alpha / beta)	6.628 / 5.396	eV
energy relative to the best compared isomer or geometry (same formula, charge and spin)	0.0	kcal/mol
HOMO energy (alpha / beta)	-19.3 / -19.9	eV
charge	+4
multiplicity	4
largest force on an atom	0.194	eV/Å

```
71
Properties=species:S:1:pos:R:3:forces:R:3
Re -0.303951 -0.309437 -2.412032 0.2 0.0 0.0
O 3.222198 3.655428 -3.836231 0.0 0.0 0.0
C 3.986867 2.616259 -3.958122 0.0 0.0 -0.1
C 5.352148 2.744781 -4.369834 0.0 0.0 0.0
C 6.152521 1.645286 -4.430835 0.0 -0.1 0.0
C 5.622193 0.386301 -4.082691 0.0 0.0 0.0
C 4.266730 0.243448 -3.687636 0.0 0.0 0.0
C 3.426850 1.319454 -3.641091 0.0 0.0 0.0
C 1.984150 1.109794 -3.362433 0.1 -0.1 0.1
O 1.656136 -0.016034 -2.709568 -0.1 0.1 -0.1
N 1.111646 1.935767 -3.832141 -0.2 -0.1 0.0
N -0.146888 1.416764 -3.573251 0.0 0.1 0.0
C -1.186424 1.851089 -4.192148 0.0 0.0 0.0
C -2.408036 1.078518 -3.982622 0.0 0.0 0.0
C -3.594052 1.387695 -4.604905 0.0 0.0 0.0
C -4.688221 0.531197 -4.446555 0.0 0.0 0.0
C -4.537321 -0.606914 -3.680489 0.0 0.0 0.0
C -3.312380 -0.864030 -3.073051 0.0 0.0 0.0
N -2.264255 -0.043386 -3.203207 0.0 0.0 0.0
H 3.665727 4.492468 -4.067429 0.0 0.0 0.0
H 5.730154 3.730847 -4.617629 0.0 0.0 0.0
H 7.185857 1.732636 -4.739592 0.0 0.0 0.0
H 6.252369 -0.492553 -4.132581 0.0 0.0 0.0
H 3.888897 -0.741497 -3.451775 0.0 0.0 0.0
H -1.130935 2.693191 -4.876395 0.0 0.0 0.0
H -3.664657 2.273385 -5.223342 0.0 0.0 0.0
H -5.629838 0.752964 -4.932294 0.0 0.0 0.0
H -5.350193 -1.307694 -3.547151 0.0 0.0 0.0
H -3.168050 -1.752384 -2.473639 0.0 0.0 0.0
C 3.275362 -1.705471 3.793008 0.0 0.0 0.0
C 2.288831 -0.568751 3.539189 0.0 0.0 0.0
C 2.134719 -0.214276 2.062145 0.0 0.0 0.0
C 1.408628 -1.271530 1.227696 0.0 0.0 0.0
N -0.032428 -1.318011 1.577608 0.0 0.1 -0.1
C -1.001533 -0.468159 1.062875 0.1 0.0 0.0
Se -0.754214 0.862959 -0.287100 -0.1 0.0 0.0
N -2.127100 -0.629368 1.727970 -0.1 0.0 0.1
C -3.375813 0.166001 1.584903 0.0 0.0 0.0
C -3.290358 1.546061 2.236554 0.1 0.0 0.0
C -2.812405 1.590452 3.692229 0.0 -0.1 0.0
C -1.291819 1.538487 3.884336 -0.1 0.0 0.0
C -1.930454 -1.620326 2.700857 0.1 0.0 0.0
C -2.754062 -2.162625 3.640158 0.0 -0.1 0.1
C -2.187793 -3.179839 4.477550 0.0 0.0 -0.1
C -0.848020 -3.608560 4.354811 0.0 0.1 -0.1
C -0.023742 -3.056366 3.412609 -0.1 0.0 0.0
C -0.583471 -2.036293 2.572112 0.0 -0.1 0.1
H 3.322805 -1.953250 4.852032 0.0 0.0 0.0
H 4.280103 -1.418527 3.482172 0.0 0.0 0.0
H 3.029841 -2.624686 3.252498 0.0 0.0 0.0
H 2.628489 0.324578 4.065092 0.0 0.0 0.0
H 1.309494 -0.789097 3.985329 0.0 0.0 0.0
H 3.124124 -0.092996 1.613576 0.0 0.0 0.0
H 1.617338 0.741773 1.939928 0.0 0.0 0.0
H 1.806930 -2.271973 1.386447 0.0 0.0 0.0
H 1.473720 -1.046742 0.165619 0.0 0.0 0.0
H -4.165558 -0.435428 2.031439 0.0 0.0 0.0
H -3.579037 0.241412 0.517715 0.0 0.0 0.0
H -4.302211 1.950136 2.170152 0.0 0.0 0.0
H -2.663349 2.200682 1.623677 0.0 0.0 0.0
H -3.303086 0.802536 4.274289 0.0 0.0 0.0
H -3.179518 2.521091 4.122953 0.0 0.0 0.0
H -0.879486 0.525973 3.838519 0.0 -0.1 -0.1
H -1.012783 1.929683 4.861220 0.0 0.0 0.0
H -0.778852 2.154295 3.139001 0.0 0.0 0.0
H -3.784706 -1.864900 3.780802 0.0 0.0 0.0
H -2.824924 -3.629157 5.230332 0.0 0.0 0.0
H -0.477126 -4.380909 5.015406 0.0 0.0 0.0
H 1.006828 -3.364664 3.305385 0.0 0.0 0.0
O -0.462874 -2.937939 -1.134011 0.0 0.0 0.0
N -0.399713 -1.909649 -1.638426 0.1 0.0 0.0
```
Forces are in eV/Å.

No. 2
An isolated ion of composition C11H25NO2PS and charge +1 at a distorted geometry. Source: OMol25; level of theory: ωB97M-V with the def2-TZVPD basis set.

Values from the calculation:
HOMO-LUMO gap	9.711	eV
HOMO energy	-12.8	eV
charge	+1
multiplicity	1
largest force on an atom	4.071	eV/Å

```
41
Properties=species:S:1:pos:R:3:forces:R:3
C 3.232222 -1.517628 1.396975 0.2 -1.2 1.0
C 2.586457 -2.613103 0.418660 0.6 1.0 0.3
P 1.456274 -1.904411 -0.939169 1.1 -1.4 -0.9
C 2.513100 -0.707956 -2.003180 -0.6 -0.1 0.0
S -0.182870 -0.773444 -0.081065 0.2 0.3 0.4
C 0.370946 0.316420 1.316890 -0.1 0.1 2.4
C -0.735332 1.353117 1.836326 -0.4 1.3 -1.0
C -1.305711 2.321784 0.659826 0.0 -0.5 0.6
C -0.201181 3.374106 0.160295 -0.7 0.5 0.8
O -0.052156 3.470931 -1.267024 0.8 -1.3 0.9
C 0.359797 2.205187 -1.848514 -0.8 0.1 -0.8
C -1.336824 -2.119273 0.550455 -0.5 -1.1 0.3
C -2.873944 -1.824930 0.222593 -0.8 -0.3 -0.1
C -3.117564 -1.120246 -1.195366 -0.3 0.0 -2.8
N -3.691627 0.251842 -1.208716 2.3 -2.0 1.9
O -2.894777 -1.665984 -2.296108 -0.2 1.2 3.9
H 4.218114 -1.963319 1.789787 -1.4 0.9 -0.6
H 3.432908 -0.507520 0.921059 -0.3 -1.3 0.5
H 2.567641 -1.417170 2.325960 1.0 0.1 -1.4
H 3.457565 -3.128146 -0.131303 -1.6 0.6 0.5
H 1.986313 -3.399582 0.981123 0.9 1.0 -0.7
H 3.409482 -1.324509 -2.369133 -1.2 0.9 0.8
H 1.876503 -0.502700 -2.937056 0.9 0.0 1.5
H 2.809969 0.234783 -1.446770 -0.1 -1.2 -1.0
H 0.614068 -0.358944 2.217379 -0.3 0.9 -1.5
H 1.357078 0.816159 1.023761 -1.6 -0.7 0.0
H -0.257932 2.051297 2.601689 -0.4 -1.2 -0.8
H -1.636264 0.868698 2.330505 1.3 0.2 -0.5
H -1.697241 1.622087 -0.145474 0.7 1.2 0.7
H -2.217770 2.904959 1.043314 1.4 -1.0 -0.4
H 0.786393 3.170017 0.714043 -1.1 0.1 -1.0
H -0.540321 4.409471 0.527977 0.6 -1.5 -0.8
H -0.612878 1.637867 -2.094531 1.7 0.3 0.4
H 0.898462 2.391532 -2.833486 -0.7 0.0 1.3
H 1.064192 1.608287 -1.183870 -1.0 0.8 -0.6
H -1.151091 -2.311309 1.666375 -0.3 0.5 -1.6
H -1.070730 -3.097558 0.005611 0.0 1.8 0.6
H -3.432871 -1.270108 1.057174 1.1 -0.6 -1.2
H -3.387195 -2.853365 0.155475 0.9 1.5 0.1
H -2.990566 0.807944 -1.720926 -0.8 -0.1 -0.3
H -3.610639 0.564719 -0.221560 -0.5 0.1 -0.9
```
Forces are in eV/Å.

No. 3
C5H2O in the gas phase. Source: OMol25; level of theory: ωB97M-V with the def2-TZVPD basis set.

Values from the calculation:
HOMO-LUMO gap	9.619	eV
energy relative to the best compared isomer or geometry (same formula, charge and spin)	0.0	kcal/mol
HOMO energy	-10.2	eV
charge	0
multiplicity	1
SMILES string	C#CC#CC=O
largest force on an atom	0.555	eV/Å

```
8
Properties=species:S:1:pos:R:3:forces:R:3
O 2.918397 0.613478 -1.052508 -0.3 -0.2 0.4
C 2.315633 0.217765 -0.082433 0.1 0.1 -0.3
C 0.866533 0.084954 -0.036210 -0.5 0.0 -0.1
C -0.337627 -0.029009 0.008702 0.4 0.0 0.0
C -1.711393 -0.160303 0.062323 -0.4 0.0 0.0
C -2.911437 -0.274489 0.105892 0.5 0.0 0.0
H 2.834883 -0.075010 0.848090 0.0 0.0 -0.1
H -3.974989 -0.377386 0.146142 0.2 0.0 0.0
```
Forces are in eV/Å.

No. 4
C4H3GaO6 as an isolated structure at a distorted geometry. Source: OMol25; level of theory: ωB97M-V with the def2-TZVPD basis set.

Values from the calculation:
HOMO-LUMO gap (alpha / beta)	7.253 / 3.854	eV
energy relative to the best compared isomer or geometry (same formula, charge and spin)	10.7	kcal/mol
HOMO energy (alpha / beta)	-12.3 / -12.2	eV
charge	+1
multiplicity	2
largest force on an atom	6.219	eV/Å

```
14
Properties=species:S:1:pos:R:3:forces:R:3
O -1.426286 -0.355394 0.197728 -1.9 0.1 -0.2
C -0.334038 -0.244392 -0.481910 -0.9 0.6 -0.2
O 1.987488 -0.941051 -0.402698 1.5 1.7 0.0
C 2.609185 0.210072 -0.206444 -2.1 -5.6 -1.5
C 0.703808 -1.094948 0.194800 -1.3 -0.5 0.9
O 2.119159 1.103513 0.541272 -2.4 0.1 1.6
O 3.720084 0.384262 -0.778411 0.6 0.7 -0.1
H 0.755705 -0.910994 1.279149 0.0 0.0 -0.3
H 0.423644 -2.149122 0.037155 0.2 0.3 0.0
Ga 3.504757 2.088110 0.072445 3.0 3.2 -0.5
O -3.713953 0.092371 0.660291 1.4 -0.9 0.2
C -2.834563 0.315009 -0.291943 0.7 1.8 -1.1
O -2.957164 0.982069 -1.272205 1.0 -1.7 1.5
H -4.557824 0.520493 0.450774 0.1 0.1 -0.3
```
Forces are in eV/Å.

No. 5
A 2-piece molecular cluster, H3N2OS overall at a distorted geometry. Source: OMol25; level of theory: ωB97M-V with the def2-TZVPD basis set.

Values from the calculation:
HOMO-LUMO gap	7.576	eV
energy relative to the best compared isomer or geometry (same formula, charge and spin)	17.2	kcal/mol
HOMO energy	-3.1	eV
charge	-1
multiplicity	1
largest force on an atom	3.367	eV/Å

```
7
Properties=species:S:1:pos:R:3:forces:R:3
N 0.408289 -0.441184 -0.031948 -0.6 -3.0 -1.3
N -0.125832 -1.047793 -1.189878 0.0 2.7 1.2
O 0.153318 -2.178242 -1.456638 0.6 -0.6 0.9
S -0.329459 2.144291 1.439406 -0.2 0.2 0.0
H 0.570292 -1.085355 0.751480 0.5 -0.2 -0.6
H -0.117659 0.342499 0.374614 -0.2 0.8 -0.5
H -0.558948 2.265784 0.112963 0.0 0.2 0.2
```
Forces are in eV/Å.

No. 6
C12H36AgBrO16P3S as an isolated structure at a distorted geometry. Source: OMol25; level of theory: ωB97M-V with the def2-TZVPD basis set.

Values from the calculation:
HOMO-LUMO gap (alpha / beta)	8.349 / 6.296	eV
HOMO energy (alpha / beta)	-8.0 / -7.6	eV
charge	0
multiplicity	2
largest force on an atom	4.066	eV/Å

```
70
Properties=species:S:1:pos:R:3:forces:R:3
Ag 7.967574 20.708174 0.729196 0.2 -0.7 0.7
Br 9.517479 22.554729 1.785258 -0.3 0.0 -0.2
O 6.926159 19.079505 -0.089148 -0.9 0.2 -1.1
H 6.663785 18.138575 -0.107595 0.7 0.7 0.9
O 9.300549 20.672372 -3.681768 -0.3 1.8 1.2
S 8.869469 21.784671 -2.842751 1.4 -0.6 2.2
O 8.343970 21.516366 -1.473029 1.1 1.0 -3.8
O 10.166189 22.882731 -2.697875 -2.6 -2.4 0.0
C 10.118690 23.708101 -1.533993 1.4 2.3 0.7
C 10.726559 25.036381 -2.024866 0.3 -0.9 0.1
C 7.743018 22.774027 -3.786010 0.0 -0.7 -0.3
H 10.738868 23.326943 -0.722705 0.0 -0.5 -0.3
H 9.204208 23.979468 -1.006564 -0.8 -0.9 -0.8
H 11.770694 24.815371 -2.246273 0.1 0.4 -0.1
H 10.660478 25.806543 -1.256373 0.0 0.0 -0.1
H 10.252523 25.331551 -2.960950 -0.1 0.2 0.2
H 8.293733 23.351249 -4.528720 0.1 0.2 0.4
H 7.101490 23.348430 -3.117731 0.1 0.0 -0.2
H 7.244059 21.990409 -4.356181 -0.6 0.2 0.2
C 8.429976 16.391607 2.500991 1.2 1.3 -0.6
O 7.289420 17.129343 2.807105 -2.2 1.4 1.3
P 7.348330 18.558790 3.582122 -1.7 -0.7 -1.7
O 8.094877 19.563771 2.752762 -0.7 -1.4 2.8
O 5.731511 18.859317 3.763094 2.5 -0.4 0.2
C 5.054255 19.999444 3.191785 0.2 -0.1 -0.7
O 7.877797 18.099826 5.045914 -0.4 0.9 -0.4
C 7.049209 17.407354 6.014079 -1.2 -0.5 -0.4
H 8.484256 15.468694 3.078385 0.0 0.0 -0.3
H 9.258840 17.075032 2.685410 0.7 -0.6 0.3
H 8.445063 16.335745 1.412530 0.0 -0.9 0.0
H 4.646443 19.731179 2.217198 -0.2 -0.3 0.1
H 5.714083 20.829942 2.940800 0.2 0.0 0.6
H 4.258972 20.256629 3.891411 0.2 0.1 -0.1
H 6.901067 17.945218 6.950479 0.7 0.3 -0.2
H 7.370591 16.385481 6.215576 0.9 0.3 -0.1
H 6.037591 17.229541 5.649225 0.0 0.4 -0.4
C 2.616236 23.998447 1.702248 -0.1 0.0 -1.3
O 3.612438 22.973629 1.500048 1.9 0.1 -0.1
P 5.145184 23.351159 1.006478 -0.1 -0.2 1.6
O 6.055565 22.142976 0.932248 -2.5 2.7 -0.4
O 4.806704 24.258372 -0.322673 1.7 -0.6 1.8
C 4.042662 23.780750 -1.375673 -1.9 -0.3 -1.8
O 5.636504 24.464878 2.128508 -0.7 -0.7 -2.6
C 6.928706 25.158583 1.960212 0.2 -0.4 0.7
H 1.987872 23.780923 2.565928 0.8 0.3 0.5
H 1.886175 23.967190 0.893460 0.1 -0.3 -0.4
H 3.094361 24.971428 1.589137 -0.3 0.1 0.9
H 3.419521 22.907806 -1.181375 0.2 -0.1 0.6
H 4.520698 23.559085 -2.329850 1.1 -0.1 0.4
H 3.342055 24.556237 -1.685275 -0.1 0.3 0.4
H 7.546442 24.670533 2.714077 0.4 0.2 -0.5
H 6.874241 26.227086 2.168590 -0.8 -0.1 0.3
H 7.380938 25.132959 0.968781 -0.3 -0.8 0.0
C 12.327178 18.537843 1.852936 -1.2 1.0 -0.2
O 11.923505 17.821623 0.598705 -0.8 1.2 0.5
P 10.665447 18.421003 -0.284869 0.4 0.5 0.3
O 9.830731 19.453376 0.396206 1.6 -1.6 -0.6
O 11.389226 19.054982 -1.610828 -1.1 -2.2 0.6
C 12.119526 20.247675 -1.454098 -0.2 1.2 1.6
O 9.855272 17.067790 -0.710445 3.0 1.4 1.0
C 8.918420 17.113907 -1.732245 -2.6 0.4 -0.9
H 12.201477 19.618595 1.787480 -0.1 0.1 -0.8
H 13.365586 18.438616 2.169107 -0.1 -1.0 -0.7
H 11.644825 18.337428 2.678964 0.1 -0.8 -0.2
H 13.157552 20.109355 -1.151683 0.2 -0.5 -0.8
H 11.727853 20.753178 -0.571399 -0.3 0.5 0.0
H 11.968452 20.926599 -2.293345 0.2 -0.5 -0.2
H 9.090376 16.502012 -2.617742 1.0 0.2 0.1
H 8.628099 18.132828 -1.988382 0.3 0.1 -0.3
H 7.981465 16.708283 -1.350570 0.0 -0.1 0.3
```
Forces are in eV/Å.

Asked for molar mass across the records above, the calculation gives 765.77; 266.37; 78.07; 216.78; 79.10; 749.17 g mol⁻¹ in order.